1.
The following is a DFT calculation (ωB97M-V/def2-TZVPD) of a molecular structure, C5H12O.

- HOMO: -8.21 eV
- Energy above the lowest of the compared OMol25 structures with the same formula, charge and spin: 316.4 kJ/mol
- LUMO: 0.97 eV

Geometry (Å):
O1 -2.58499 -0.62629 -0.77419
C1 -0.94172 -1.44025 -0.97081
C2 -0.30746 -0.66001 0.02474
C3 0.73009 1.50884 0.73945
C4 0.64936 0.45259 -0.36514
C5 2.04660 -0.07819 -0.70163
H1 -0.25893 1.92648 0.95841
H2 0.24758 0.94031 -1.26870
H3 -0.77626 -1.24355 -2.02853
H4 2.49143 -0.56933 0.17284
H5 1.40002 2.33003 0.45898
H6 2.00745 -0.81612 -1.51112
H7 -1.70382 -0.23842 -0.01533
H8 1.11675 1.06375 1.66593
H9 -2.71003 0.04950 -1.46358
H10 2.72059 0.72880 -1.01128
H11 -1.29099 -2.44536 -0.75566
H12 -0.09799 -1.16836 0.96627

Forces on atoms 1 to 3 (eV/Å):
-0.17 0.38 -0.05
0.25 -0.03 0.08
0.16 -0.25 -0.04

---

2.
The following is a DFT calculation (ωB97M-V/def2-TZVPD) of 2 unconnected molecules or ions with the total composition C9H11O3 at a distorted geometry.

- HOMO (alpha / beta): 3.65 / -0.66 eV
- Energy above the lowest of the compared OMol25 structures with the same formula, charge and spin: 197.6 kJ/mol
- LUMO (alpha / beta): 6.12 / 5.90 eV
- Charge: -2
- Spin multiplicity: 2

Geometry (Å):
O1 1.19827 0.51293 0.74758
O2 2.99048 -2.51323 1.31908
O3 2.23217 -2.19447 -0.66949
C1 0.08143 1.14201 0.34258
C2 1.53692 -4.15519 0.46574
C3 -2.06754 0.72744 -0.73422
C4 -1.55428 3.00950 -0.03568
C5 2.26156 -2.83856 0.37220
C6 -3.57019 2.56902 -1.39170
C7 -2.30003 2.12660 -0.72931
C8 -0.91432 0.21879 -0.16974
C9 -0.27709 2.48403 0.46669
H1 -0.70544 -0.80246 -0.22124
H2 -3.66012 3.58106 -1.53730
H3 -3.90798 1.99880 -2.34504
H4 -4.33408 2.15025 -0.77086
H5 -2.72058 0.09886 -1.31718
H6 -1.75413 4.05325 0.09139
H7 1.79800 1.19617 0.99536
H8 0.54696 -4.11314 -0.02532
H9 0.46891 3.11433 0.96995
H10 1.42314 -4.63365 1.39449
H11 2.29918 -4.78725 0.06903

Forces on atoms 1 to 3 (eV/Å):
0.09 0.13 0.19
0.85 -0.42 2.21
-1.04 -0.04 -2.30

---

3.
The following is a DFT calculation (ωB97M-V/def2-TZVPD) of a molecular structure, C33H44N4P2V at a distorted geometry.

- HOMO (alpha / beta): -11.61 / -11.56 eV
- Energy above the lowest of the compared OMol25 structures with the same formula, charge and spin: 0.0 kJ/mol
- LUMO (alpha / beta): -6.31 / -6.31 eV
- Charge: +2
- Spin multiplicity: 2

Geometry (Å):
V1 3.09193 1.22472 -3.66865
P1 -0.31590 -1.54843 -2.23641
P2 0.40228 2.00460 -0.88863
N1 0.37838 -2.72289 -3.32103
N2 -1.96726 -1.75338 -2.31428
N3 -0.11854 3.54194 -0.43491
N4 2.10670 2.12526 -1.22492
C1 4.54883 1.96995 -4.73303
C2 -0.26871 1.50043 -2.47643
C3 -0.78533 1.34526 3.60903
C4 -0.89059 0.11506 2.70404
C5 2.03943 1.12813 -6.39854
C6 4.27245 1.41266 -1.48555
C7 -2.35680 -0.23960 2.40136
C8 -0.24498 0.42974 1.44128
C9 0.12950 0.88975 0.37170
C10 0.96806 -3.74956 -5.25373
C11 -2.65889 -2.97094 -2.15258
C12 -2.90226 -0.76303 -2.68839
C13 3.31497 2.75742 -4.86471
C14 0.35700 -2.08623 -0.68201
C15 2.05966 0.22926 -5.19975
C16 4.96853 0.92290 -5.74158
C17 2.98582 1.03633 -1.04989
C18 3.21606 -0.49928 -4.66118
C19 -0.16541 -1.05404 3.35949
C20 0.01701 -2.92993 -4.66740
C21 -0.92119 5.10190 0.97596
C22 0.18060 4.79855 -0.98430
C23 -0.27643 5.76536 -0.10808
C24 1.59207 -3.40126 -3.09573
C25 4.14668 2.71298 -2.07615
C26 -4.15772 -1.33856 -2.71583
C27 0.07714 0.06316 -2.95829
C28 2.40326 2.60801 -6.06356
C29 -0.87225 3.74359 0.73154
C30 4.48605 -0.51698 -5.45849
C31 2.78631 3.09258 -2.02268
C32 -4.00288 -2.73425 -2.38423
C33 1.95843 -4.05811 -4.25599
H1 -0.19790 -1.95911 2.74738
H2 -0.29551 -1.79371 0.14837
H3 3.00576 -1.44214 -4.12515
H4 -2.84417 0.57514 1.83571
H5 2.65042 0.74965 -7.23455
H6 1.43129 3.08763 -5.83560
H7 5.26113 -1.08853 -4.91457
H8 4.99037 3.34380 -2.32182
H9 2.75034 0.32320 -0.27124
H10 2.45199 4.12255 -2.07442
H11 4.33980 -1.03945 -6.42915
H12 -5.09175 -0.83581 -2.96035
H13 -0.89882 -2.50840 -5.06744
H14 5.21584 0.94837 -1.20161
H15 1.01838 1.11612 -6.84226
H16 0.13271 2.19663 -3.22787
H17 -1.35466 5.55758 1.84558
H18 6.06619 0.90779 -5.84241
H19 -1.25313 2.22328 3.14918
H20 0.56805 -3.16667 -0.67238
H21 4.62978 1.25259 -6.72802
H22 1.15557 -0.38277 -5.15409
H23 -0.15689 6.82760 -0.20458
H24 0.67206 4.90258 -1.93990
H25 1.20485 -0.00380 -3.08101
H26 2.79944 3.12084 -6.97239
H27 2.82285 -4.70204 -4.37931
H28 -4.79353 -3.47465 -2.34505
H29 -2.58283 0.25253 -2.90001
H30 0.27153 1.58266 3.77634
H31 0.97174 -4.10103 -6.27763
H32 -2.90235 -0.39712 3.34045
H33 5.41186 2.47392 -4.29549
H34 -1.24861 2.88917 1.27327
H35 0.89088 -0.82438 3.52198
H36 -1.33155 1.75595 -2.46686
H37 -0.63716 -1.25037 4.32335
H38 -2.39447 -1.17652 1.82043
H39 -2.10844 -3.86755 -1.88673
H40 3.26156 3.76611 -4.42071
H41 -0.33755 -0.01498 -3.98730
H42 1.30626 -1.56161 -0.53362
H43 2.07877 -3.38249 -2.12864
H44 -1.24765 1.12442 4.57525

Forces on atoms 1 to 3 (eV/Å):
-0.37 -0.32 3.08
-0.23 -2.15 -1.89
2.08 1.38 -0.73

---

4.
The following is a DFT calculation (ωB97M-V/def2-TZVPD) of 2 unconnected molecules or ions with the total composition C3H8NS at a distorted geometry.

- HOMO (alpha / beta): -9.65 / -9.25 eV
- Energy above the lowest of the compared OMol25 structures with the same formula, charge and spin: 204.9 kJ/mol
- LUMO (alpha / beta): 0.70 / -2.11 eV
- Spin multiplicity: 2

Geometry (Å):
S1 -0.87195 0.92836 2.50348
N1 1.49479 -0.02482 -1.42873
C1 0.17546 0.48742 -1.66912
C2 1.81010 -0.05930 -0.15673
C3 -1.43004 -0.51036 1.24520
H1 1.33840 0.22254 0.88539
H2 -2.14853 -0.16477 0.51970
H3 -0.53001 -1.10762 1.15471
H4 0.13845 1.57983 -1.58279
H5 -0.62200 0.09120 -1.02779
H6 -1.99038 -1.14274 1.97013
H7 2.82809 -0.41965 0.18359
H8 -0.19238 0.11991 -2.59702

Forces on atoms 1 to 3 (eV/Å):
-0.77 -1.59 -1.77
0.71 -0.07 4.38
-1.37 0.11 0.33

---

5.
The following is a DFT calculation (ωB97M-V/def2-TZVPD) of C4H4FN in the gas phase at a distorted geometry.

- SMILES string: Fc1cc[nH]c1
- HOMO: -8.55 eV
- Energy above the lowest of the compared OMol25 structures with the same formula, charge and spin: 5.2 kJ/mol
- LUMO: 0.96 eV

Geometry (Å):
F1 -1.14163 -1.38108 -1.00061
N1 0.61616 1.35055 0.22296
C1 -0.40973 -0.48010 -0.39220
C2 0.29986 -0.74474 0.84304
C3 0.93989 0.45188 1.18460
C4 -0.21508 0.81552 -0.74022
H1 1.49312 0.72266 2.08914
H2 -0.56816 1.41198 -1.58448
H3 0.32631 -1.70917 1.34854
H4 1.02067 2.29515 0.22025

Forces on atoms 1 to 3 (eV/Å):
-0.71 -0.67 -0.78
0.59 1.57 0.12
1.34 0.17 2.22

---

6.
The following is a DFT calculation (ωB97M-V/def2-TZVPD) of a molecular structure, C6H23B2NO2Zn at a distorted geometry.

- HOMO: -9.41 eV
- Energy above the lowest of the compared OMol25 structures with the same formula, charge and spin: 62.4 kJ/mol
- LUMO: 0.20 eV

Geometry (Å):
Zn1 0.17651 0.08356 0.58512
O1 -0.93516 -2.00999 0.28088
O2 1.10206 1.76705 -0.14299
N1 0.37108 -0.49854 -1.51618
C1 0.29579 0.79589 -2.20205
C2 -1.73630 -2.43274 1.36942
C3 -0.74936 -1.37036 -1.97454
C4 1.93352 2.69977 0.55202
C5 1.35568 1.68922 -1.54577
C6 -1.75359 -1.78460 -0.89031
B1 1.70905 -0.55903 1.80307
B2 -1.49985 1.02619 1.39392
H1 1.21568 0.39983 2.19233
H2 0.59435 0.71175 -3.25131
H3 0.92990 -1.41455 1.91870
H4 -2.59797 -1.12794 -0.67932
H5 2.96512 2.35182 0.63719
H6 -2.47427 1.33381 1.93172
H7 1.94434 3.62589 -0.02607
H8 -2.20653 -3.41879 1.22629
H9 1.41664 2.65269 -2.05750
H10 1.93750 -0.42770 0.68847
H11 -2.51501 -1.72919 1.65652
H12 -0.83021 1.96627 1.30945
H13 -1.05726 0.19132 2.04814
H14 -2.15785 -2.77818 -1.10531
H15 -0.67155 1.27868 -2.08464
H16 -1.03472 -2.69372 2.16577
H17 -1.31435 -0.90679 -2.78644
H18 1.22854 -0.98352 -1.74693
H19 1.45272 2.80115 1.52030
H20 2.35056 1.23264 -1.61818
H21 -1.75115 0.56142 0.34688
H22 -0.39725 -2.32413 -2.36642
H23 2.70332 -0.70918 2.36776

Forces on atoms 1 to 3 (eV/Å):
-0.51 -0.72 0.17
-1.17 0.41 -0.42
0.10 1.21 -1.52

---

7.
The following is a DFT calculation (ωB97M-V/def2-TZVPD) of a molecular structure, C16H35Cl10N at a distorted geometry.

- HOMO: -7.27 eV
- Energy above the lowest of the compared OMol25 structures with the same formula, charge and spin: 489.6 kJ/mol
- LUMO: 0.36 eV

Geometry (Å):
Cl1 6.64237 2.25719 0.32568
Cl2 -1.91963 0.61519 -5.11532
Cl3 0.03037 0.66219 4.15368
Cl4 -4.57363 -0.33281 -3.48732
Cl5 1.15837 -4.91881 0.59468
Cl6 3.78937 -3.33181 -0.83232
Cl7 -1.88263 -0.02181 0.85868
Cl8 3.72837 -1.15381 0.68868
Cl9 -3.34063 -1.52381 5.76668
Cl10 -0.10763 -1.38181 -1.68232
N1 -1.27363 2.94519 -0.60832
C1 0.05537 2.82019 -1.01432
C2 4.93037 0.13719 1.09668
C3 -2.35863 -0.41681 4.65068
C4 -1.94163 -0.84981 -4.12132
C5 -1.86763 2.30619 0.59368
C6 -3.26663 -1.54081 -3.90332
C7 5.47237 1.06219 -0.11132
C8 0.66137 1.61119 -0.83632
C9 -2.30863 2.75619 -1.68532
C10 0.25337 -1.37481 0.06268
C11 2.67037 -5.67081 0.10668
C12 -2.10263 3.65819 -2.90932
C13 -2.71863 3.06219 1.54868
C14 -0.91963 -0.45481 5.09868
C15 3.92837 -4.72581 0.21068
C16 -0.94863 -1.59181 0.87168
H1 0.85137 -2.06281 0.46468
H2 -2.18163 1.83319 -2.00132
H3 4.62037 0.69719 1.99368
H4 4.68137 -5.40981 0.00368
H5 0.39137 3.36619 -0.14832
H6 -3.73063 3.32619 1.21468
H7 2.79937 -6.50281 0.60768
H8 -3.52963 -1.96481 -4.95232
H9 0.61737 0.92519 -1.75932
H10 -0.35263 -1.31281 5.35868
H11 -3.31663 -2.39881 -3.08732
H12 4.45037 1.32919 -0.73832
H13 4.23437 -4.40381 1.12568
H14 5.75837 -0.36281 1.50568
H15 -1.48463 -2.38281 0.48268
H16 1.71837 1.65319 -0.59532
H17 0.28537 0.72419 -0.31532
H18 -1.09563 2.11119 1.39568
H19 -1.96363 4.70619 -2.49932
H20 -2.76063 2.80119 2.49268
H21 -3.42363 2.90019 -1.15432
H22 -2.28563 3.85419 1.70068
H23 2.43937 -5.93381 -0.94332
H24 -1.30463 3.29819 -3.41832
H25 -2.83663 3.61019 -3.50532
H26 -2.47063 -0.70281 3.67268
H27 0.91437 -0.35081 0.35468
H28 0.44537 3.48019 -1.81532
H29 -2.19563 1.38719 0.23568
H30 -0.86363 -0.03581 6.05168
H31 -1.28763 -1.50181 -4.52332
H32 -2.62263 0.53819 4.71268
H33 5.98537 0.42219 -0.94432
H34 -1.56563 -0.50981 -3.15732
H35 -0.71063 -1.73081 1.86368

Forces on atoms 1 to 3 (eV/Å):
-0.23 0.58 0.41
-0.34 -0.06 -0.42
0.65 0.42 -1.02

---

Number 4 is which compound?
C3H8NS